Formula: C11H6O2
Source: the Open Molecules 2025 dataset
Level of theory: the ωB97M-V functional and the def2-TZVPD basis

Properties
HOMO level (alpha / beta) in eV: -9.173 / -9.968
LUMO (alpha / beta) in eV: -2.4 / -2.5
Gap between HOMO and LUMO (alpha / beta) in eV: 6.73 / 7.44
ΔE to the lowest compared entry with this formula, charge and spin in kcal/mol: 183.4

The geometry in XYZ format:
```
19
C11H6O2, DFT the ωB97M-V functional and the def2-TZVPD basis
C 2.5617 1.1297 -1.0730
C 1.2866 1.1151 -1.7008
C -3.5241 0.5721 1.1711
C 0.5242 -0.5470 0.3683
C 3.1557 0.3631 -0.0814
C -2.6308 -0.1389 0.8108
C 2.0945 -0.3825 0.7347
C -0.1234 0.5828 -1.6420
C -0.3832 -1.2601 1.3391
C -1.5501 -0.9675 0.3389
C -0.5347 -0.2573 -0.5060
O 2.3542 -0.9221 1.7841
O -0.8657 0.9468 -2.5419
H 3.2413 1.8182 -1.5703
H 1.2945 1.7295 -2.6015
H -4.3161 1.1801 1.4910
H -0.1613 -2.3137 1.5001
H -0.4814 -0.7727 2.3092
H -1.9420 -1.8757 -0.1304
```


Formula: C11H7N6O4
Source: the Open Molecules 2025 dataset
Level of theory: the ωB97M-V functional and the def2-TZVPD basis

Properties
HOMO level in eV: -4.701
LUMO in eV: 2.5
Gap between HOMO and LUMO in eV: 7.19
ΔE to the lowest compared entry with this formula, charge and spin in kcal/mol: 0.0
Structure (SMILES): Cc1cn([C@@H]2C(=[N+]([O-])[O-])C=C(C#N)c3no[n+]([O-])c32)cn1
Net charge: -1

The geometry in XYZ format:
```
28
C11H7N6O4, DFT the ωB97M-V functional and the def2-TZVPD basis
N -0.9844 0.4095 5.7098
C -0.7943 0.2325 4.5694
C -0.5589 -0.0096 3.1800
C -1.3915 -0.7594 2.3114
C -0.9987 -1.0660 1.0119
N -1.7792 -1.9126 0.1819
O -2.9305 -2.2529 0.5411
O -1.2569 -2.3348 -0.8927
C 0.3105 -0.6535 0.3706
C 1.0190 0.2362 1.3170
N 2.2557 0.8080 1.1188
O 3.0308 0.8603 0.1817
O 2.5827 1.4396 2.3910
N 1.5772 1.2315 3.3371
C 0.6580 0.4919 2.6389
H -2.3600 -1.1217 2.6657
H 0.9284 -1.5436 0.1319
C 0.2886 0.6250 -4.4662
C 0.0537 0.6084 -3.0017
C 0.4809 -0.3746 -2.1109
N 0.0672 0.0165 -0.8696
C -0.6099 1.2071 -1.0062
N -0.6195 1.5692 -2.3041
H 0.8557 -0.2729 -4.7399
H -0.6562 0.6190 -5.0264
H 0.8724 1.5042 -4.7721
H 1.0142 -1.2892 -2.3072
H -1.0550 1.7317 -0.1613
```


Formula: C11H86NO31
Source: the Open Molecules 2025 dataset
Level of theory: the ωB97M-V functional and the def2-TZVPD basis

Properties
HOMO level in eV: -10.713
LUMO in eV: -2.7
Gap between HOMO and LUMO in eV: 7.98
ΔE to the lowest compared entry with this formula, charge and spin in kcal/mol: 121.1
Net charge: +1

The geometry in XYZ format:
```
129
C11H86NO31, DFT the ωB97M-V functional and the def2-TZVPD basis
C -16.0076 -76.4619 -9.2486
C -16.0588 -74.9860 -9.1912
C -17.3602 -74.4880 -8.7175
C -17.3558 -73.0021 -8.7721
N -18.6392 -72.2594 -8.4324
C -19.6341 -72.3269 -9.5589
C -19.2614 -71.4421 -10.6736
C -18.5112 -70.2878 -9.9792
C -18.4906 -70.8148 -8.5380
C -19.3777 -72.7482 -7.1764
C -18.3728 -72.8595 -5.9244
C -19.1794 -73.1922 -4.6149
H -16.8409 -76.8987 -9.8842
H -16.3865 -76.9619 -8.3419
H -15.0939 -76.8067 -9.7603
H -15.6103 -74.5450 -10.2269
H -15.4052 -74.8735 -8.4028
H -17.7341 -74.8409 -7.6059
H -18.1061 -74.8742 -9.5616
H -16.9014 -72.5522 -9.5984
H -16.7091 -72.6678 -7.8781
H -20.7113 -71.9436 -9.1165
H -19.6622 -73.2785 -10.0110
H -20.1218 -71.0661 -11.3086
H -18.3774 -71.9048 -11.1786
H -19.0368 -69.4036 -9.7730
H -17.5017 -70.1259 -10.3839
H -19.2587 -70.3116 -7.9131
H -17.6622 -70.4965 -8.0515
H -19.6816 -73.6360 -7.2660
H -20.4187 -72.3374 -6.8410
H -18.1250 -71.9598 -5.6278
H -17.5739 -73.5389 -6.0711
H -19.7613 -72.3742 -4.2816
H -18.4006 -73.3486 -3.8277
H -19.8642 -74.1127 -4.6529
O -20.6562 -69.1541 -5.7430
H -20.3233 -68.4002 -6.0697
H -20.8736 -68.9577 -4.8746
O -14.3610 -72.1118 -7.0016
H -14.4305 -71.2739 -6.4619
H -14.8744 -72.5703 -6.3778
O -22.5792 -70.3993 -7.5313
H -23.1945 -69.6414 -7.7801
H -22.0908 -69.9225 -6.8522
O -15.8260 -77.5450 -11.6230
H -15.5959 -78.0484 -12.3350
H -16.7479 -77.2506 -11.9481
O -13.0560 -77.2734 -9.0855
H -12.6992 -76.4385 -9.5468
H -12.3327 -77.7656 -9.1098
O -22.5445 -69.5770 -10.8130
H -23.3295 -69.1103 -10.4814
H -22.9226 -70.5111 -10.8313
O -23.1550 -72.1963 -10.1901
H -23.4661 -73.1598 -10.3973
H -23.5119 -72.0135 -9.3812
O -14.5987 -78.6585 -9.3652
H -15.1829 -78.2280 -9.9263
H -13.8872 -78.0139 -9.1228
O -20.2585 -71.7187 -13.6623
H -20.4452 -70.9023 -13.2123
H -21.1027 -72.0926 -13.8465
O -21.8980 -67.8808 -9.5230
H -22.1123 -67.2833 -10.1955
H -21.9414 -68.7610 -9.8252
O -20.3744 -75.2081 -8.2735
H -20.2275 -75.4157 -9.2120
H -21.1530 -74.6024 -8.4568
O -19.4799 -67.6449 -7.7645
H -18.6335 -67.5051 -8.4143
H -20.1839 -68.1346 -8.1531
O -16.7690 -67.4479 -11.5255
H -17.5229 -67.8812 -11.7263
H -16.7188 -66.4684 -11.8263
O -13.5853 -73.5374 -12.3476
H -14.2208 -74.2577 -12.6527
H -13.0935 -73.6851 -13.0762
O -20.9955 -76.4171 -4.3797
H -21.6386 -75.6297 -4.5333
H -20.8039 -76.4741 -3.4211
O -22.0221 -71.5023 -2.9303
H -22.3481 -71.4699 -1.9802
H -22.7454 -71.9222 -3.5089
O -15.1773 -75.0866 -12.7454
H -15.4361 -75.8313 -12.1306
H -14.7903 -75.4891 -13.3862
O -20.1505 -73.4828 -1.5537
H -20.7799 -72.9029 -1.9179
H -20.2812 -73.0566 -0.6550
O -12.2498 -74.8063 -10.2076
H -12.7525 -74.2390 -10.8212
H -11.7055 -74.3295 -9.6947
O -15.8673 -73.3831 -5.2687
H -15.6827 -73.1251 -4.3466
H -16.0129 -74.3291 -5.2607
O -17.2432 -69.1012 -5.4984
H -17.9447 -68.7105 -6.1459
H -16.7166 -68.3071 -5.3649
O -15.3415 -79.9256 -7.1921
H -14.5493 -79.6547 -6.7559
H -15.1501 -79.6513 -8.0547
O -20.9307 -69.1052 -12.9881
H -21.4671 -68.6806 -13.5971
H -21.7042 -68.9417 -12.3867
O -16.5218 -76.1922 -5.8258
H -17.1118 -76.8177 -6.0030
H -16.3633 -76.1999 -4.8398
O -18.5671 -73.5643 -12.2654
H -18.6404 -72.6480 -12.2583
H -17.9353 -73.8508 -12.9466
O -19.7122 -75.0015 -10.9377
H -19.4061 -74.1690 -11.3015
H -18.9109 -75.5591 -10.9746
O -17.7742 -75.6478 -2.1128
H -17.8084 -76.0336 -1.2746
H -18.3007 -75.0196 -2.0853
O -18.4584 -77.5049 -11.7229
H -18.3385 -78.5075 -11.8306
H -18.8214 -77.0922 -12.5074
O -22.4582 -74.5109 -7.7257
H -22.8700 -73.7517 -8.0691
H -23.3055 -74.9994 -7.8733
O -13.8949 -76.2498 -6.6649
H -13.5230 -76.6403 -7.5258
H -14.7584 -76.3910 -6.4899
O -19.2383 -76.9144 -6.6000
H -19.4957 -76.2162 -7.2671
H -19.8988 -76.8321 -5.9261
```


Formula: C11H8BrN5
Source: the Open Molecules 2025 dataset
Level of theory: the ωB97M-V functional and the def2-TZVPD basis

Properties
HOMO level in eV: -7.751
LUMO in eV: -0.9
Gap between HOMO and LUMO in eV: 6.88
ΔE to the lowest compared entry with this formula, charge and spin in kcal/mol: 1.3
Structure (SMILES): Brc1c(Nc2ncc[nH]2)ccc2nccnc12

The geometry in XYZ format:
```
25
C11H8BrN5, DFT the ωB97M-V functional and the def2-TZVPD basis
Br -0.2556 -0.9428 2.1491
N -3.8201 -0.8286 -0.4153
N 3.4317 1.8098 -0.4866
N 2.5770 -0.0231 1.5311
C -2.5548 -0.7309 -0.2610
C -4.0868 -2.1892 -0.3536
C -2.9268 -2.9060 -0.1671
C 4.2671 1.2752 0.4400
C 3.8384 0.4041 1.4492
C -0.1858 1.7397 -1.0909
C -0.6356 0.8005 -0.1723
C 1.2006 2.0066 -1.2046
C 0.3049 0.1891 0.6988
C 2.1234 1.4013 -0.3662
C 1.6859 0.4791 0.6022
N -1.9409 -1.9575 -0.1367
N -1.9876 0.5130 -0.2433
H -5.0849 -2.6526 -0.3975
H -2.8326 -3.9825 -0.0359
H 5.3206 1.5451 0.4392
H 4.5489 0.0407 2.2044
H -0.9185 2.1740 -1.7305
H 1.5199 2.7166 -1.9471
H -0.9457 -2.0858 0.0740
H -2.6424 1.2042 -0.5792
```


Formula: C11H8Cl4NO3S2
Source: the Open Molecules 2025 dataset
Level of theory: the ωB97M-V functional and the def2-TZVPD basis

Properties
HOMO level in eV: -2.942
LUMO in eV: 0.0
Gap between HOMO and LUMO in eV: 2.92
ΔE to the lowest compared entry with this formula, charge and spin in kcal/mol: 26.8
Net charge: -1

The geometry in XYZ format:
```
29
C11H8Cl4NO3S2, DFT the ωB97M-V functional and the def2-TZVPD basis
Cl -2.1085 3.1747 2.5412
C -1.2898 1.6748 2.6201
C -1.9908 0.4819 2.6696
Cl -3.6886 0.4588 2.6418
C -1.3543 -0.8353 2.6748
O -1.9922 -1.8863 2.7986
C 0.2122 -0.8704 2.6174
O 0.8298 -1.9258 2.6741
C 0.8428 0.4522 2.6520
Cl 2.5330 0.4243 2.7877
C 0.1409 1.6533 2.6406
Cl 0.9667 3.1443 2.6284
C -2.0397 -6.8246 -1.8142
C -1.4099 -6.0908 -0.6402
N -0.1335 -5.4940 -1.0392
C 0.6626 -5.0310 0.0109
S 0.5928 -5.7110 1.5379
S 1.7099 -3.7160 -0.0714
C -0.2011 -4.6699 -2.2428
C -0.8365 -5.4752 -3.3701
O -2.1185 -5.9799 -2.9712
H -1.4338 -7.7228 -2.0249
H -3.0909 -7.0851 -1.5843
H -2.1458 -5.3334 -0.2935
H -1.2286 -6.7903 0.1834
H -0.8210 -3.7622 -2.1005
H 0.8043 -4.3551 -2.5246
H -1.0459 -4.8123 -4.2309
H -0.1552 -6.2998 -3.6391
```


Formula: C11H8NO5Pt
Source: the Open Molecules 2025 dataset
Level of theory: the ωB97M-V functional and the def2-TZVPD basis

Properties
HOMO level (alpha / beta) in eV: -17.368 / -20.149
Expectation value of S²: 6.012
LUMO (alpha / beta) in eV: -12.0 / -15.5
Gap between HOMO and LUMO (alpha / beta) in eV: 5.37 / 4.60
ΔE to the lowest compared entry with this formula, charge and spin in kcal/mol: 109.4
2S+1: 5
Net charge: +3

The geometry in XYZ format:
```
26
C11H8NO5Pt, DFT the ωB97M-V functional and the def2-TZVPD basis
O -0.4754 3.4798 -6.9701
C -0.4900 3.4642 -5.8089
Pt -0.4997 1.2880 -1.6984
C -0.5336 1.6175 0.1848
O -0.5431 1.8063 1.2929
C -0.4632 -0.6568 -1.5559
O -0.4337 -1.7744 -1.5263
C 1.4100 1.2545 -1.8823
O 2.5293 1.2053 -2.0240
C -2.3436 1.1814 -1.9281
O -3.4468 1.1194 -2.1381
H -0.4368 0.9459 -3.2528
N 0.9828 0.0631 -0.0763
C 0.5010 -0.6591 1.0819
C -0.7955 -1.0459 1.3548
C -1.1128 -1.6675 2.5731
C -0.1269 -1.8959 3.5211
C 1.1874 -1.5177 3.2528
C 1.5033 -0.9085 2.0358
H 1.5996 -0.5656 -0.5310
H 1.6356 0.7318 0.2813
H -1.6321 -0.8630 0.6704
H -2.1454 -1.9571 2.7872
H -0.3753 -2.3584 4.4751
H 1.9618 -1.6835 4.0038
H 2.5432 -0.6039 1.8774
```